ORCA calculation (the ωB97M-V functional and the def2-TZVPD basis) on the molecule C10H13FO3 in a non-equilibrium geometry.

Summary:
- E_LUMO: 0.69 eV
- Molar mass: 200.21 Da
- Spin multiplicity: 1
- E_HOMO: -8.5 eV
- Orbital gap: 9.2 eV
- Energy above the lowest of the compared OMol25 structures with the same formula, charge and spin: 383.00 kJ/mol
- Energy: -19435.32125 eV

```
27
Properties=species:S:1:pos:R:3:forces:R:3
C 0.513 2.793 -0.178 2.3 3.2 0.9
C 1.683 0.698 0.406 -1.5 0.5 -1.5
C 3.048 0.608 0.368 1.0 -3.3 0.2
C 3.852 -0.525 0.203 -2.4 -1.8 -2.1
C 2.985 -1.711 -0.035 2.8 2.8 -0.5
C 1.653 -1.577 -0.224 -1.9 1.0 0.6
C 0.947 -0.375 -0.071 -1.2 0.1 0.2
C -1.353 -1.551 0.025 1.3 1.8 2.6
C -2.732 -0.862 0.269 -2.0 -3.6 -2.8
C -2.938 0.312 -0.576 2.7 3.0 -0.6
H 1.326 3.611 -0.632 -1.8 -2.7 0.5
H -0.189 3.551 0.311 0.7 -1.7 -0.1
H 0.045 2.085 -0.762 -1.4 -0.2 -2.7
H 3.553 1.427 0.575 2.1 4.2 0.8
H 4.950 -0.456 -0.164 -2.0 -0.3 1.4
H 3.383 -2.594 -0.431 0.9 -1.4 0.2
H 1.021 -2.405 -0.420 -0.1 -1.0 -0.5
H -1.401 -2.439 -0.736 0.5 2.1 1.2
H -0.872 -1.822 1.127 -1.3 0.3 -3.1
H -3.649 -1.514 -0.098 2.2 0.0 -0.4
H -4.137 -0.273 1.405 3.2 -1.1 0.7
H -2.756 0.103 -1.644 -0.2 0.1 0.4
H -2.206 1.192 -0.263 -1.8 -1.6 -0.6
O 1.108 1.891 0.746 0.5 0.9 2.0
O -0.432 -0.198 -0.366 0.6 -3.7 0.9
O -3.161 -0.654 1.534 -2.3 1.9 2.6
F -4.239 0.686 -0.370 -0.9 0.6 -0.2
```
Positions in Å, forces in eV/Å.

Atom charges from the Löwdin analysis, given in e for atoms 1 to 5: -0.0666, -0.2344, -0.0384, -0.0198, -0.0757